Density functional theory data (ωB97M-V/def2-TZVPD) for an isolated molecule of C3H7NO.

Properties
Energy relative to the best compared isomer or geometry (same formula, charge and spin): 40.7 kJ/mol
SMILES string: CCNC=O
Spin multiplicity: 1
Total charge: 0
Orbital gap: 10.75 eV
Highest occupied orbital energy: -9.81 eV

Geometry as XYZ:
```
12
C3H7NO, DFT ωB97M-V/def2-TZVPD
H 1.05 -0.70 -2.04
H 0.98 -1.33 -0.40
C -0.12 0.18 1.76
C 0.03 0.58 -0.63
C 0.41 -0.79 -1.16
H -0.46 -1.40 -1.43
N -0.75 0.53 0.61
H -0.56 1.13 -1.37
O 1.08 0.02 1.86
H -0.81 0.05 2.62
H 0.92 1.18 -0.41
H -1.76 0.57 0.58
```

Atom charges from the Mulliken analysis, given in e for atoms 1 to 8: 0.30, 0.32, 0.00, -0.35, -1.01, 0.29, -0.16, 0.34


Density functional theory data (ωB97M-V/def2-TZVPD) for a structure of composition C13H9N2O2S5Sr.

Properties
Energy relative to the best compared isomer or geometry (same formula, charge and spin): 0.0 kJ/mol
Spin multiplicity: 2
Total charge: -2
Orbital gap (spin up / spin down): 4.35 / 5.66 eV
Highest occupied orbital energy (spin up / spin down): 0.31 / -1.02 eV

Geometry as XYZ:
```
32
C13H9N2O2S5Sr, DFT ωB97M-V/def2-TZVPD
H 1.79 2.77 -1.74
C 2.70 -2.08 0.41
S -5.29 -1.42 -0.60
C 4.55 -2.53 -1.10
C -3.55 0.56 -0.35
N 2.31 2.10 0.15
C 3.94 3.28 1.40
H 2.93 1.47 2.03
H 4.52 3.35 2.31
S -2.36 -1.98 -0.61
C 2.43 2.98 -0.90
Sr -0.05 -0.46 0.28
C 3.07 2.24 1.29
H 3.35 4.71 -1.66
C -3.65 -0.77 -0.50
O 1.49 1.03 0.04
H 4.06 -2.33 -3.21
C 2.41 -1.93 -1.90
S -5.08 1.44 -0.30
H 4.78 5.07 0.43
C -6.18 0.09 -0.49
O -7.40 0.18 -0.52
C 3.30 4.03 -0.81
C 4.10 4.24 0.35
H 1.72 -1.71 -2.71
C 4.06 -2.44 0.18
N 1.92 -1.84 -0.67
C 3.71 -2.28 -2.19
S -2.10 1.57 -0.23
S 2.03 -1.97 2.02
H 5.59 -2.80 -1.26
H 4.69 -2.62 1.04
```

Atom charges from the Mulliken analysis, given in e for atoms 1 to 8: 0.38, 0.46, -0.22, 0.00, 0.10, -0.16, -0.54, 0.41